A structure of composition C26H34F3GeN5O3S5SbTi at a distorted geometry, computed with the ωB97M-V functional and the def2-TZVPD basis.

The geometry in XYZ format:
```
79
Properties=species:S:1:pos:R:3:forces:R:3:mulliken_charge:R:1
Ti -1.222 -0.266 -0.108 1.6 -1.8 -1.7 0.1788
S 3.070 -4.147 -0.743 -0.3 0.3 0.1 -0.7065
Sb 3.065 -2.499 0.875 2.3 -1.2 0.0 0.3719
S 0.728 -1.286 0.964 -1.2 1.3 -0.3 0.0510
S -0.562 -2.619 0.203 -0.6 0.3 -0.1 -0.7923
S 3.097 -3.589 2.920 -0.4 0.2 -0.1 -0.7025
O -1.948 -0.315 1.602 -1.0 0.4 1.7 0.4800
C -1.727 -0.625 2.802 0.9 0.9 1.7 0.2620
C -2.580 -1.638 3.515 0.0 -0.2 -0.4 -1.0476
C -1.848 -2.986 3.631 0.2 -0.1 0.2 -0.3202
C -0.826 -2.999 4.764 0.1 0.1 -0.2 -1.0199
C 0.297 -1.985 4.570 -0.2 0.0 0.1 0.2445
C -0.157 -0.530 4.708 0.2 -0.3 0.5 -0.9940
N -0.750 0.004 3.495 -1.3 -0.6 -1.6 0.1846
H -3.498 -1.768 2.940 0.1 0.1 0.0 0.3363
H -2.836 -1.278 4.513 0.0 0.1 0.0 0.5960
H -1.344 -3.206 2.685 -0.1 0.0 0.1 0.1538
H -2.585 -3.774 3.805 -0.1 0.1 -0.1 0.3833
H -0.382 -3.995 4.824 0.0 0.0 0.0 0.4495
H -1.331 -2.798 5.716 -0.1 -0.1 0.1 0.2847
H 0.738 -2.122 3.582 0.2 -0.1 0.1 -0.3119
H 1.085 -2.183 5.296 0.1 0.1 0.0 0.4254
H 0.703 0.102 4.925 -0.1 0.0 0.0 0.4682
H -0.872 -0.432 5.536 0.1 0.1 0.0 0.2540
H -0.161 0.606 2.922 -0.1 -0.2 0.1 0.3928
C -1.814 0.973 -3.706 -0.1 0.3 0.2 -0.9932
N -1.482 -0.383 -4.077 0.0 -0.4 0.2 -0.0442
C -0.544 -1.078 -3.393 -0.3 -0.4 -1.3 -0.5914
S 0.425 -0.342 -2.240 0.4 0.7 0.8 -0.2440
N -0.312 -2.348 -3.743 -0.6 0.4 0.2 -0.0738
C 0.711 -3.120 -3.070 0.5 -0.2 0.5 -0.8422
H -2.402 1.019 -2.776 0.2 0.0 -0.2 0.2247
H -2.389 1.423 -4.513 0.0 0.0 0.0 0.3963
H -0.887 1.532 -3.560 -0.2 0.0 0.0 0.2851
H -2.238 -0.944 -4.453 0.2 0.1 0.0 0.3581
H -1.066 -2.865 -4.176 0.0 0.2 -0.1 0.3494
H 1.666 -2.601 -3.149 0.0 -0.2 0.0 0.3142
H 0.793 -4.102 -3.523 0.0 -0.1 -0.2 0.3378
H 0.487 -3.240 -2.004 0.2 0.0 -0.3 0.2383
N -4.288 0.817 -0.043 -0.4 0.1 0.1 0.0732
C -5.095 1.665 0.624 0.4 -0.1 -0.2 -0.2985
C -4.334 2.771 0.920 0.0 0.0 0.1 -1.2475
C -3.066 2.488 0.402 -0.3 0.1 -0.1 -0.0421
N -3.050 1.301 -0.187 0.5 0.0 0.1 0.1375
H -4.540 -0.081 -0.422 0.1 0.0 0.0 -0.0022
H -6.119 1.422 0.832 -0.1 0.0 0.0 0.4894
H -4.632 3.655 1.448 -0.1 0.1 0.1 0.4466
H -2.189 3.102 0.433 0.2 0.0 0.0 0.1411
Ge 0.216 1.849 0.128 1.7 1.5 0.3 0.7284
C 2.214 1.781 0.342 -0.4 -0.5 -0.1 0.1605
C 2.976 0.888 -0.401 -0.2 -0.1 -0.1 0.3081
C 4.359 0.910 -0.370 0.2 0.1 -0.2 -1.3758
C 5.012 1.842 0.416 0.1 -0.1 -0.1 -0.3906
C 4.273 2.736 1.170 0.1 0.1 0.1 -0.6696
C 2.892 2.702 1.131 -0.3 0.1 0.1 -0.7117
C 0.315 3.264 -1.313 -0.5 -0.4 0.0 0.3653
C -0.442 4.428 -1.289 -0.1 -0.1 0.3 0.0049
C -0.369 5.371 -2.299 -0.1 0.2 -0.1 -0.7704
C 0.483 5.172 -3.371 0.0 0.1 0.0 -0.4335
C 1.269 4.033 -3.402 0.0 0.0 -0.2 -0.7643
C 1.176 3.093 -2.392 0.2 -0.2 0.1 -0.2170
H 0.017 2.879 1.333 -0.4 -0.4 0.0 -0.1412
H 2.473 0.165 -1.030 0.2 -0.1 0.1 0.5538
H 4.921 0.210 -0.973 0.0 -0.1 0.0 0.4845
H 6.092 1.874 0.433 0.1 0.0 0.0 0.3725
H 4.783 3.471 1.777 0.0 0.1 0.1 0.3739
H 2.317 3.409 1.716 0.0 0.1 0.1 0.3310
H -1.090 4.620 -0.445 -0.1 0.1 0.1 0.2687
H -0.989 6.259 -2.258 0.0 0.0 0.0 0.3705
H 0.542 5.906 -4.164 0.0 0.0 0.0 0.3710
H 1.950 3.873 -4.228 0.1 0.0 0.0 0.3972
H 1.800 2.211 -2.432 0.1 0.0 -0.1 0.3953
F -3.554 -2.248 0.463 -0.5 -0.4 -0.2 -0.0355
C -4.028 -2.605 -0.751 0.1 0.0 0.5 0.3082
F -4.203 -3.920 -0.767 0.3 0.2 -0.2 -0.2746
F -5.276 -2.047 -0.814 0.1 0.1 -0.3 -0.3352
C -3.111 -1.997 -1.883 -0.8 -1.2 -0.2 0.1459
O -3.176 -2.480 -3.000 -0.2 0.0 0.3 -0.6570
O -2.473 -0.999 -1.477 -0.3 0.7 0.0 0.8020
```
Forces are in eV/Å.

Summary:
HOMO	-3.12	eV
Kohn-Sham gap	4.758	eV
multiplicity	1
net charge	-1
energy relative to the best compared isomer or geometry (same formula, charge and spin)	3.996	eV
molar mass	924.16	g mol⁻¹



A structure of composition C26H34IN4O2PdSi2, computed with the ωB97M-V functional and the def2-TZVPD basis.

The geometry in XYZ format:
```
70
Properties=species:S:1:pos:R:3:forces:R:3:mulliken_charge:R:1
Pd 0.184 -0.347 -0.432 0.4 -0.1 0.2 0.0163
C -3.636 -0.636 -3.059 0.0 0.0 0.0 -0.6898
C -3.360 0.589 -2.244 0.0 -0.1 0.0 0.7995
N -4.337 1.415 -1.985 0.0 0.0 0.0 -0.7067
C -4.085 2.525 -1.250 -0.1 0.0 0.0 -1.1707
C -2.843 2.860 -0.796 0.1 0.0 0.0 0.7448
C -2.651 4.156 -0.053 0.0 0.0 0.0 -1.1216
O -1.989 4.025 1.198 0.0 0.0 0.0 -0.4921
C -1.757 1.978 -1.048 0.0 -0.1 -0.1 -0.4289
C -0.412 2.422 -0.784 -0.1 0.0 -0.1 0.7987
N 0.651 1.686 -0.811 -0.1 0.0 0.1 0.5303
C 1.917 2.334 -0.871 0.1 -0.1 0.0 0.4234
C 1.983 3.695 -1.213 0.0 0.0 0.0 -0.4518
C 3.153 4.425 -1.184 0.1 0.0 0.0 -0.7459
C 4.341 3.797 -0.846 -0.1 0.0 0.0 -0.7225
C 4.323 2.434 -0.623 0.1 0.0 0.0 -0.4476
C 3.148 1.682 -0.666 -0.1 0.1 0.0 -0.2564
I 3.516 -0.376 -0.560 -0.1 0.0 -0.1 0.1606
C -2.012 0.769 -1.751 0.1 0.1 -0.1 0.3770
O -1.138 -0.127 -2.026 -0.2 0.2 0.0 -0.9850
H -4.673 -0.631 -3.384 0.0 0.0 0.0 0.3908
H -3.430 -1.533 -2.473 0.0 0.0 0.0 -0.1391
H -2.972 -0.679 -3.925 0.0 0.0 0.0 0.2790
H -4.939 3.160 -1.042 0.0 0.0 0.0 0.3333
H -3.630 4.629 0.078 0.0 0.0 0.0 0.3360
H -2.040 4.850 -0.642 0.0 0.0 0.0 0.3939
H -2.224 3.174 1.589 0.0 0.0 0.0 0.3476
H -0.318 3.488 -0.603 0.0 0.0 0.0 0.2662
H 1.088 4.201 -1.543 0.0 0.0 0.0 0.4277
H 3.135 5.476 -1.443 0.0 0.0 0.0 0.3779
H 5.274 4.343 -0.804 0.0 0.0 0.0 0.3740
H 5.254 1.918 -0.429 0.0 0.0 0.0 0.3800
C 1.325 2.326 2.324 0.0 0.0 0.0 -0.9209
Si 0.468 0.665 2.554 -0.1 0.1 0.1 0.0548
C 0.765 0.225 4.363 0.0 0.0 0.0 -1.3457
C -1.396 0.971 2.455 0.0 0.0 0.0 -0.6578
N 0.984 -0.531 1.444 0.0 0.1 -0.4 0.6728
C 1.042 -1.877 1.799 0.1 -0.2 0.1 -0.2017
C 1.737 -2.370 2.904 0.0 0.0 0.0 -0.4972
C 1.638 -3.707 3.290 -0.1 0.0 -0.1 -0.8177
C 0.842 -4.571 2.555 0.0 0.1 0.0 -0.7309
C 0.213 -4.111 1.400 0.0 -0.1 0.0 -0.5502
C 0.377 -2.799 0.953 0.0 0.1 0.0 0.6113
N -0.068 -2.311 -0.271 -0.1 -0.2 0.1 0.2580
Si -0.046 -3.318 -1.676 0.0 0.0 0.0 -0.0125
C 1.331 -4.603 -1.582 0.1 0.0 0.0 -1.0887
C -1.673 -4.231 -1.935 0.0 0.0 0.0 -0.9541
C 0.335 -2.390 -3.257 0.0 0.0 0.0 -0.8410
H 1.225 2.888 3.257 0.0 0.0 0.0 0.5058
H 0.895 2.938 1.531 0.0 0.0 0.0 0.1829
H 2.392 2.204 2.122 0.0 0.0 0.0 0.2291
H 0.290 1.003 4.970 0.0 0.0 0.0 0.3393
H 1.825 0.202 4.621 0.0 0.0 0.0 0.3087
H 0.327 -0.736 4.635 0.0 0.0 0.0 0.3616
H -1.698 1.802 3.104 0.0 0.0 0.0 0.3181
H -1.933 0.075 2.776 0.0 0.0 0.0 0.3854
H -1.706 1.163 1.424 0.0 0.0 0.1 -0.1114
H 2.351 -1.693 3.485 0.0 0.0 -0.1 0.4436
H 2.173 -4.053 4.167 0.0 0.0 0.0 0.3568
H 0.717 -5.604 2.859 0.0 0.0 0.0 0.3683
H -0.404 -4.792 0.824 0.0 0.0 0.0 0.4357
H 1.234 -5.317 -0.766 0.0 0.0 0.0 0.3925
H 2.287 -4.087 -1.457 0.0 0.0 0.0 0.2528
H 1.374 -5.159 -2.524 0.0 0.0 0.0 0.3730
H -1.916 -4.870 -1.083 0.0 0.0 0.0 0.3083
H -1.635 -4.858 -2.831 0.0 0.0 0.0 0.3048
H -2.492 -3.519 -2.054 0.0 0.0 0.0 0.1372
H 1.281 -1.851 -3.161 0.0 0.0 0.0 0.2068
H -0.431 -1.673 -3.538 0.0 0.0 0.0 0.0828
H 0.447 -3.132 -4.055 0.0 0.0 0.0 0.4405
```
Forces are in eV/Å.

Summary:
HOMO	-3.59	eV
Kohn-Sham gap	5.436	eV
multiplicity	1
net charge	-1
energy relative to the best compared isomer or geometry (same formula, charge and spin)	0.000	eV
molar mass	724.08	g mol⁻¹



A structure of composition C26H34MgN3O4P2 at a distorted geometry, computed with the ωB97M-V functional and the def2-TZVPD basis.

The geometry in XYZ format:
```
70
Properties=species:S:1:pos:R:3:forces:R:3:mulliken_charge:R:1
Mg 0.849 0.682 -0.577 -0.7 -1.6 0.5 0.6933
P 2.938 0.067 0.683 -1.1 0.6 0.8 0.8343
C 4.032 0.291 -0.682 0.7 -0.4 -0.8 -1.4684
C 3.529 0.291 -2.021 -0.3 -0.1 -0.7 1.3535
N 2.172 0.461 -2.245 0.2 0.5 -0.1 0.2529
C 1.691 0.589 -3.488 0.1 -0.3 0.2 0.6938
C 2.503 0.368 -4.607 0.3 0.1 0.1 -0.8007
C 3.870 0.131 -4.428 -0.3 -0.1 -0.1 -0.5106
C 4.389 0.129 -3.144 0.0 0.0 0.7 -0.9747
C 0.220 0.955 -3.693 0.2 -0.4 0.2 -1.3104
P -0.513 1.922 -2.289 -0.2 0.3 -1.0 0.9722
H 5.447 -0.040 -2.938 -0.3 0.1 -0.3 0.4805
H 2.041 0.405 -5.591 0.3 0.0 0.1 0.5234
H 4.514 -0.058 -5.290 -0.2 0.1 0.3 0.4361
H 0.101 1.550 -4.610 0.1 -0.2 0.2 0.6107
H -0.375 0.035 -3.818 0.2 0.2 0.1 0.4320
H 4.765 2.617 -0.809 0.0 0.8 0.1 0.3115
H 5.118 0.243 -0.543 -0.3 0.1 -0.2 0.4703
H 3.182 4.259 -0.312 -0.9 0.6 0.3 0.4529
O 4.621 3.571 -0.643 0.7 -1.0 -0.3 -0.6126
H 5.485 3.999 -0.708 -0.2 0.0 0.0 0.2703
H 1.087 2.372 -0.053 0.1 0.9 0.3 -0.0847
O 2.344 4.719 -0.040 -0.2 -1.0 -0.5 -0.6491
H 1.629 4.159 -0.410 0.6 0.7 0.3 0.2845
C -0.178 3.623 -2.862 0.0 0.1 0.4 -1.3610
H -0.636 3.793 -3.847 0.1 0.0 0.3 0.4426
H -0.607 4.319 -2.125 0.2 -0.1 -0.3 0.4037
H 0.911 3.774 -2.918 -0.4 0.1 0.0 0.3959
C -2.295 1.685 -2.576 -0.2 0.0 0.2 -1.4082
H -2.846 2.299 -1.847 0.1 -0.3 -0.3 0.4027
H -2.575 1.993 -3.595 0.1 -0.1 0.3 0.4838
H -2.549 0.624 -2.421 0.0 0.4 0.0 0.3902
C 3.012 -1.686 1.164 0.3 -0.2 -0.1 -1.1600
H 4.039 -1.959 1.433 -0.2 0.0 0.0 0.5103
H 2.341 -1.856 2.018 0.2 0.1 -0.2 0.1840
H 2.678 -2.298 0.314 0.0 0.1 0.3 0.3332
C 3.503 1.064 2.096 0.4 -0.2 -0.1 -1.2629
H 2.841 0.860 2.952 0.2 0.1 -0.3 0.4092
H 4.535 0.793 2.356 -0.2 0.2 0.1 0.4483
H 3.435 2.129 1.834 0.1 -0.3 0.1 0.3226
O 0.125 -2.835 -1.132 -0.3 0.4 0.4 -0.7404
C -0.483 -2.217 -0.275 -0.9 0.1 1.1 -0.2782
N -1.411 -2.724 0.653 1.4 -0.5 -1.6 0.0575
C -2.038 -1.693 1.450 -0.6 -0.2 0.1 3.3225
C -1.150 -0.499 1.050 0.1 0.9 0.4 -0.6328
O -1.116 0.617 1.595 -0.1 -1.1 -0.8 -0.8372
N -0.354 -0.851 0.016 0.4 0.0 -0.6 -0.2295
C -3.505 -1.520 1.026 0.0 0.3 0.0 -0.9334
C -3.982 -0.328 0.476 -0.3 -0.1 0.0 0.0315
C -5.333 -0.211 0.107 0.3 -0.1 0.1 -0.9593
C -6.212 -1.276 0.312 0.3 0.0 0.0 -0.4453
C -5.730 -2.476 0.853 0.4 0.1 0.1 -0.9024
C -4.381 -2.596 1.207 -0.3 0.2 -0.2 0.1466
C -1.869 -1.960 2.940 0.0 0.0 0.3 -0.6322
C -2.861 -1.668 3.881 0.3 -0.1 0.0 -0.2353
C -2.606 -1.863 5.245 0.1 0.0 -0.3 -0.9061
C -1.354 -2.305 5.673 0.1 0.0 -0.2 -0.4887
C -0.356 -2.582 4.729 -0.2 0.0 -0.4 -0.8296
C -0.627 -2.438 3.362 0.0 0.0 0.7 -0.1586
H -1.752 -3.664 0.492 -0.2 0.4 0.3 0.2469
H -3.302 0.522 0.361 -0.3 -0.3 0.1 0.5715
H -5.681 0.727 -0.337 0.0 -0.4 0.2 0.4021
H -7.267 -1.178 0.052 0.3 0.0 0.1 0.3948
H -6.393 -3.325 1.012 0.1 0.3 -0.1 0.3895
H -4.010 -3.525 1.646 -0.2 0.2 -0.1 0.3879
H -3.825 -1.293 3.536 0.3 -0.1 0.2 0.4627
H -3.396 -1.655 5.965 0.2 0.0 -0.1 0.4014
H -1.144 -2.432 6.736 -0.1 0.0 -0.3 0.3939
H 0.638 -2.913 5.033 -0.3 0.0 0.1 0.3891
H 0.125 -2.710 2.616 -0.2 0.1 0.3 0.4161
```
Forces are in eV/Å.

Summary:
HOMO (alpha / beta)	-10.96 / -10.96	eV
Kohn-Sham gap (alpha / beta)	5.530 / 5.198	eV
multiplicity	1
net charge	+1
energy relative to the best compared isomer or geometry (same formula, charge and spin)	4.285	eV
molar mass	538.83	g mol⁻¹